1.
The following is a quantum chemistry calculation of 2 unconnected molecules or ions with the total composition H6N4OS at a distorted geometry, from the Open Molecules 2025 dataset.

## Properties
SMILES = [H]/N=S(#N)/NN.O
lowest unoccupied orbital energy = 0.15 eV
gap between HOMO and LUMO = 10.21 eV

Structure (XYZ):
```
12
Properties=species:S:1:pos:R:3:forces:R:3
H 1.33317 3.15172 -1.57162 -0.319 2.765 0.668
N 1.36707 2.19603 -1.63896 -0.281 -4.083 -0.223
S 0.74678 1.34859 -0.53072 -0.058 1.226 2.035
N 0.27815 1.58547 0.85803 0.594 -0.929 -2.517
N 0.87431 -0.21724 -1.17370 -0.557 1.235 -1.106
N 0.41047 -1.30537 -0.48176 3.180 -2.079 1.802
H 0.49527 -0.24636 -2.11913 0.380 0.487 0.054
H -0.33052 -1.14585 0.17889 -0.172 0.280 0.233
H 1.30043 -1.71636 0.02886 -2.810 0.926 -0.986
O -2.03555 -1.51966 2.09269 6.122 -0.409 -5.657
H -2.67366 -1.46195 2.66925 -5.317 1.132 4.693
H -1.76594 -0.66901 1.68816 -0.762 -0.550 1.005
```
Forces are in eV/Å.

These are the natural (NBO) partial charges, in e, on atoms 1 to 6:
1 H 0.391
2 N -1.069
3 S 1.738
4 N -0.909
5 N -0.647
6 N -0.635

***

2.
The following is a quantum chemistry calculation of a gas-phase ion, C4H11N2O (charge -1) at a distorted geometry, from the Open Molecules 2025 dataset.

## Properties
SMILES = C[C@H](N)CNC[O-]
lowest unoccupied orbital energy = 4.05 eV
gap between HOMO and LUMO = 6.69 eV
total charge = -1

Structure (XYZ):
```
18
Properties=species:S:1:pos:R:3:forces:R:3
C -0.57553 -1.36223 2.18517 -2.117 1.222 -3.406
C -0.07987 -0.63920 0.84645 -0.027 -0.802 3.346
N -0.08706 0.76849 1.22760 1.467 0.508 0.319
C -0.70503 -1.08751 -0.51003 1.416 2.558 2.758
N -0.18860 -0.23384 -1.55015 -0.569 -0.571 -0.807
C 1.00522 0.73319 -1.37815 -0.365 -1.664 -3.594
O 0.59354 1.90104 -1.10387 -0.176 2.656 0.100
H -1.66176 -1.43961 2.27372 -0.417 -0.415 -0.810
H -0.15777 -2.27992 2.23817 1.228 -3.279 0.539
H -0.45605 -0.80865 3.03893 1.503 1.627 1.881
H 0.95945 -0.85343 0.79866 1.006 -0.908 -0.223
H 0.94597 1.12062 1.23381 -2.903 -0.518 -0.500
H -0.54890 1.19788 0.45852 0.327 1.495 -0.563
H -0.32784 -2.04613 -0.67199 -0.215 -2.142 -0.069
H -1.76817 -0.97511 -0.30061 -0.370 -0.502 -0.853
H -0.91066 0.43583 -1.63040 -0.601 1.134 -0.839
H 1.50974 0.54979 -2.45225 -0.438 0.624 1.071
H 1.72854 0.28242 -0.75840 1.252 -1.026 1.651
```
Forces are in eV/Å.

These are the natural (NBO) partial charges, in e, on atoms 1 to 6:
1 C -0.615
2 C -0.048
3 N -0.870
4 C -0.234
5 N -0.718
6 C 0.166

***

3.
The following is a quantum chemistry calculation of 9 unconnected molecules or ions with the total composition C51H45N9O12 at a distorted geometry, from the Open Molecules 2025 dataset.

## Properties
SMILES = O=[N+]([O-])c1ccccc1.O=[N+]([O-])c1ccccc1.O=[N+]([O-])c1ccccc1.O=[N+]([O-])c1ccccc1.O=[N+]([O-])c1ccccc1.O=[N+]([O-])c1ccccc1.c1ccncc1.c1ccncc1.c1ccncc1
lowest unoccupied orbital energy = -0.96 eV
gap between HOMO and LUMO = 8.71 eV

Structure (XYZ):
```
117
Properties=species:S:1:pos:R:3:forces:R:3
O -5.15128 0.12249 -1.68980 -0.165 -0.007 -0.082
N -5.64759 0.55987 -2.72018 0.578 0.096 0.447
O -6.44107 1.46997 -2.76545 -0.283 -0.153 -0.143
C -5.15420 -0.01553 -3.96933 0.174 0.551 -0.847
C -3.89032 -0.55398 -4.00137 0.388 -0.251 0.294
C -3.40327 -1.09296 -5.18329 -0.146 -0.715 0.064
C -4.12355 -0.98754 -6.35810 -0.479 0.683 -0.197
C -5.34798 -0.31671 -6.33719 -0.501 -0.100 0.318
C -5.87834 0.14426 -5.14345 -0.147 -0.040 0.416
H -3.25231 -0.52313 -3.12903 -0.239 -0.272 0.152
H -2.54644 -1.75374 -5.12869 0.379 0.518 -0.170
H -3.73813 -1.32663 -7.30965 0.063 -0.295 0.113
H -5.99236 -0.19669 -7.19918 0.400 -0.077 -0.261
H -6.84856 0.62032 -5.08719 0.038 0.005 -0.124
O -6.38460 5.79870 0.09903 -0.064 -0.014 -0.032
N -5.87774 4.80291 -0.38115 -0.141 0.072 -0.156
O -6.15188 4.34906 -1.47373 0.119 -0.101 0.126
C -4.84786 4.12851 0.42087 0.348 0.040 0.256
C -4.34765 4.80112 1.52251 0.248 0.123 -0.309
C -3.31438 4.22273 2.23861 -0.024 -0.003 0.550
C -2.84381 2.94912 1.93517 -0.314 0.965 -0.532
C -3.35408 2.31889 0.80240 0.985 -0.388 0.578
C -4.33623 2.90290 0.03317 -0.532 -0.139 -0.287
H -4.68934 5.80129 1.74034 -0.121 -0.058 0.092
H -2.87687 4.78942 3.05354 -0.024 -0.129 0.017
H -2.02357 2.55742 2.51604 -0.060 -0.316 -0.042
H -2.87289 1.38604 0.52991 -0.437 -0.099 -0.213
H -4.73947 2.39138 -0.82891 0.007 0.096 -0.037
O -2.05934 0.30855 6.29138 0.095 -0.030 -0.031
N -0.87372 0.04711 6.27742 -0.228 0.034 0.159
O 0.01734 0.86009 6.42992 0.110 0.099 0.038
C -0.48223 -1.34656 6.02589 0.024 0.127 -0.469
C 0.82018 -1.73492 6.28501 -0.084 -0.248 0.145
C 1.22843 -2.99960 5.87733 0.437 0.627 -0.505
C 0.38495 -3.78180 5.10224 -0.545 -0.437 0.568
C -0.93969 -3.40380 4.92023 0.405 0.347 -0.495
C -1.36864 -2.15203 5.33731 -0.268 -0.531 -0.094
H 1.50944 -1.04986 6.75628 -0.064 -0.014 0.103
H 2.27140 -3.25496 6.02116 -0.085 -0.241 0.089
H 0.71010 -4.71337 4.65732 0.175 -0.020 0.173
H -1.59196 -4.00768 4.30418 -0.064 -0.041 0.094
H -2.34964 -1.83257 5.01579 -0.012 0.302 0.348
O 2.22664 7.11812 1.12213 0.004 0.023 0.078
N 2.18505 6.84383 2.30434 0.087 -0.023 0.007
O 2.50614 7.59521 3.20553 0.029 -0.049 -0.114
C 1.68875 5.50535 2.68534 0.588 0.189 0.332
C 1.86525 5.08402 3.99502 -0.662 0.237 -0.273
C 1.23379 3.90995 4.37465 0.840 0.028 0.358
C 0.65190 3.09329 3.42244 -0.635 0.149 -0.201
C 0.68041 3.45154 2.07434 -0.262 -0.219 0.621
C 1.15377 4.69854 1.70940 0.510 -0.624 -0.643
H 2.42645 5.67422 4.70117 -0.143 0.188 0.012
H 1.32469 3.64331 5.42072 -0.312 -0.304 -0.087
H 0.07982 2.21960 3.71665 0.377 -0.179 0.102
H 0.31613 2.73253 1.35346 -0.024 0.237 -0.226
H 1.28036 4.94800 0.66433 -0.386 0.267 0.037
O 1.65199 3.64719 -1.77514 0.272 -0.148 -0.220
N 2.03093 2.49790 -1.63963 -0.947 0.643 0.548
O 1.85521 1.86550 -0.61063 0.233 -0.270 -0.095
C 2.67580 1.84510 -2.76025 -0.026 -0.371 -0.325
C 3.17086 0.56781 -2.58125 0.255 -0.183 0.297
C 3.81048 -0.06450 -3.62632 0.047 -0.378 -0.530
C 3.97891 0.58394 -4.84413 0.072 0.936 -0.075
C 3.47649 1.87522 -5.00241 -0.806 -0.338 0.156
C 2.72112 2.46500 -3.99242 0.465 0.293 -0.420
H 3.07869 0.06175 -1.63088 -0.058 0.139 0.019
H 4.13611 -1.08925 -3.50609 0.131 0.056 0.071
H 4.50088 0.17405 -5.69913 0.047 -0.411 0.236
H 3.53411 2.39479 -5.94930 0.131 -0.109 -0.050
H 2.18292 3.37419 -4.21998 0.139 0.159 0.403
O 5.38148 -6.14040 4.92200 -0.110 0.261 0.000
N 4.67208 -5.15963 4.81247 0.016 -0.093 0.253
O 4.68646 -4.19569 5.55805 0.092 -0.133 -0.142
C 3.68544 -5.14811 3.72070 0.747 0.121 -0.588
C 3.16343 -3.94304 3.30023 -0.382 -0.237 0.748
C 2.15589 -3.94708 2.33958 0.690 0.744 0.760
C 1.80669 -5.12618 1.71812 -0.365 -0.073 -0.205
C 2.43677 -6.31276 2.07361 0.290 -0.038 -0.014
C 3.41323 -6.32544 3.06299 -0.639 -0.522 -0.241
H 3.46596 -3.06542 3.85526 -0.147 0.163 -0.232
H 1.66032 -2.99013 2.22376 -0.172 -0.187 -0.641
H 1.03459 -5.11220 0.95807 -0.021 -0.131 0.050
H 2.18587 -7.24762 1.59071 -0.064 0.072 -0.093
H 3.89516 -7.25722 3.31619 0.090 0.087 0.217
C 0.33764 -0.83164 0.27724 -0.113 0.831 -0.328
C -0.91439 -1.08120 -0.25531 -0.259 -0.808 -0.204
C -2.00485 -1.16412 0.59617 -0.258 -0.132 0.618
N -1.90484 -1.05697 1.92272 0.245 0.604 0.187
C -0.71861 -0.67919 2.39730 0.313 0.152 0.237
C 0.41096 -0.50836 1.61738 0.306 -0.156 -0.198
H 1.21241 -0.69885 -0.34708 -0.070 -0.225 -0.122
H -1.06536 -1.32378 -1.29827 0.121 0.098 -0.041
H -3.03026 -1.30054 0.26577 0.190 -0.228 -0.398
H -0.60857 -0.46597 3.45568 -0.374 -0.172 0.038
H 1.34549 -0.12958 2.01269 -0.079 -0.097 0.268
C -0.75717 0.98160 -3.14788 0.968 0.820 0.126
C -0.25457 0.50040 -4.34839 -0.400 -0.808 0.073
C -0.17729 1.34059 -5.43613 0.279 0.850 -0.128
N -0.51952 2.63466 -5.37775 -0.357 -0.417 -0.095
C -0.99482 3.08478 -4.22322 0.129 0.443 0.224
C -1.03038 2.34325 -3.04607 -0.993 -0.802 -0.361
H -0.79841 0.35219 -2.27313 -0.118 -0.001 -0.033
H -0.00052 -0.55115 -4.43368 0.087 0.071 -0.084
H 0.18833 1.03398 -6.40936 0.059 -0.302 0.104
H -1.38658 4.09740 -4.24393 0.244 0.063 0.124
H -1.45872 2.73995 -2.13405 0.190 0.204 -0.017
C 4.31161 -4.73927 -2.42679 -0.573 -0.045 0.846
C 3.60034 -4.35307 -1.28725 0.804 -0.373 -0.311
C 2.50152 -3.53931 -1.43330 -0.477 0.423 0.552
N 2.04379 -3.07660 -2.59644 0.157 -0.311 -0.218
C 2.70555 -3.49176 -3.67220 0.341 0.486 -0.297
C 3.83291 -4.30405 -3.63909 0.213 0.017 -0.446
H 5.17110 -5.38258 -2.30010 0.117 0.066 -0.283
H 3.96564 -4.67196 -0.31969 -0.263 0.096 0.114
H 1.96078 -3.19362 -0.55577 0.024 -0.079 -0.003
H 2.41852 -3.06403 -4.62894 -0.296 -0.137 0.061
H 4.35035 -4.53461 -4.56216 -0.097 -0.067 -0.002
```
Forces are in eV/Å.

These are the Löwdin partial charges, in e, on atoms 1 to 6:
1 O 0.053
2 N -0.342
3 O 0.105
4 C -0.147
5 C -0.009
6 C -0.072

***

Sequential HOMO level output: -10.058, -2.643, -9.673 eV
Sequential energy above the lowest of the compared OMol25 structures with the same formula, charge and spin output: 72.1, 250.4, 10.0 kJ/mol